Density functional theory data (ωB97M-V with the def2-TZVPD basis set) for a structure of composition C22H28N3O3.

```
56
Properties=species:S:1:pos:R:3:lowdin_charge:R:1
C 0.428 -0.891 -4.565 -0.065
H -4.097 -3.057 -2.741 0.097
C -0.381 2.629 0.594 -0.026
H -3.066 -3.271 -4.188 0.097
H 1.074 -0.759 0.240 0.143
H 2.294 2.731 1.425 0.103
C 1.428 -0.775 -3.615 -0.026
C -1.238 3.672 0.925 -0.014
C 0.585 0.261 1.110 -0.116
C -0.165 -1.338 -1.898 -0.087
H -1.169 4.625 0.356 0.118
N 0.028 -2.287 1.488 -0.097
C 3.502 -1.576 -1.807 -0.026
H 0.412 2.789 -0.159 0.122
H 2.466 -0.489 -3.915 0.127
O -2.995 4.534 2.393 -0.074
H -3.649 -1.632 -3.732 0.103
H 3.007 -0.945 0.752 0.072
C 0.381 -2.329 2.886 -0.030
C -0.686 -3.153 -0.406 -0.016
C 1.142 -1.049 -2.274 -0.203
N 1.790 0.582 1.634 -0.134
H 3.979 -0.659 -2.174 0.098
H 0.605 -0.609 -5.599 0.117
H -0.516 -2.453 3.491 0.098
C 2.260 1.923 2.205 0.011
H -3.274 5.658 0.612 0.099
C -1.090 -1.717 -2.880 -0.209
H -2.081 6.357 1.773 0.099
C -0.377 1.384 1.344 -0.175
H -3.818 6.360 2.159 0.096
C 0.041 -1.148 0.643 -0.086
H 3.503 -2.342 -2.586 0.104
C -3.021 5.792 1.675 -0.049
H -1.578 -1.691 -4.972 0.120
C -1.326 1.286 2.403 -0.028
H 1.615 2.241 3.064 0.110
H 2.914 -0.942 2.552 0.100
O -2.178 -2.435 -2.468 -0.116
H -1.266 0.395 3.065 0.127
H 3.296 1.742 2.574 0.087
C -2.129 3.563 2.026 -0.257
H 0.906 -1.443 3.187 0.067
O 2.139 -1.307 -1.362 -0.139
H 0.999 -3.206 3.081 0.100
H 3.860 0.283 1.675 0.096
C -2.161 2.325 2.735 0.005
H 4.036 -1.946 -0.926 0.090
H -0.960 -3.874 -1.235 0.159
H -2.850 2.265 3.612 0.138
C -0.464 -3.454 0.915 -0.033
C 2.933 -0.319 1.643 -0.040
N -0.444 -1.778 -0.593 0.040
H -0.543 -4.454 1.430 0.149
C -0.789 -1.464 -4.227 -0.009
C -3.310 -2.605 -3.347 -0.036
```

Computed properties:
Spin multiplicity   1
Total charge   +1
ΔE to the lowest compared entry with this formula, charge and spin   228.5 kcal per mole
Gap between HOMO and LUMO   6.2 eV